(1)
Below is a molecular structure, C18H35N8O9P2PdS, with properties calculated with ωB97M-V with the def2-TZVPD basis set.

Summary:
LUMO energy (alpha / beta)	-4.26 / -4.26	eV
charge	+1
Kohn-Sham gap (alpha / beta)	7.43 / 7.43	eV

Last column: Mulliken charge in e.
Geometry (Å):
Pd: 0.0177 -0.0014 0.9368  0.71
O: 1.5433 2.3431 0.1560  -0.37
S: 2.5810 1.0562 0.1684  1.10
O: 3.8773 1.5621 -0.0900  -0.72
O: 2.3572 0.3619 1.4199  -0.55
O: 1.8673 0.3440 -0.9251  -0.55
C: 1.6072 3.0773 3.0335  -1.39
C: 0.3430 2.3012 3.1721  0.16
N: -0.2298 1.3462 2.4395  0.41
C: -1.3847 0.9709 3.1106  -0.26
C: -1.5368 1.7227 4.2262  -0.05
N: -0.4487 2.5480 4.2342  -0.07
C: -2.5341 1.8208 5.3323  0.51
O: -3.5925 1.0433 5.2594  -0.52
O: -2.3211 2.6040 6.2190  -0.57
C: -2.2331 -0.0991 2.5516  1.04
O: -3.2800 -0.4496 3.0559  -0.82
O: -1.7417 -0.6397 1.4600  -0.53
H: 2.3115 2.6305 2.3514  0.15
H: 2.0791 3.1434 4.0135  0.51
H: 1.3888 4.0912 2.6941  0.32
H: -0.2790 3.2137 4.9774  0.26
H: -3.5750 0.4563 4.4617  0.43
C: -2.3869 2.5932 -2.2402  -1.07
N: -1.8390 3.6249 -1.3695  0.20
C: -1.0666 4.5667 -2.1838  -0.82
N: -0.0244 3.9286 -2.9876  0.15
C: -0.6053 2.8743 -3.8106  -0.80
N: -1.3515 1.8981 -3.0058  0.21
C: -0.5937 0.9819 -2.2076  -0.87
P: 0.2838 2.0696 -0.9288  3.15
C: -1.1212 3.0412 -0.2395  -1.46
C: 0.9638 3.3398 -2.0959  -1.41
H: -3.0704 3.0684 -2.9445  0.30
H: -2.9468 1.8668 -1.6486  0.39
H: -0.6130 5.3161 -1.5351  0.39
H: -1.7704 5.0646 -2.8506  0.31
H: 0.1819 2.3590 -4.3609  0.39
H: -1.3028 3.3137 -4.5231  0.30
H: 0.1743 0.4127 -2.7259  0.27
H: -1.2628 0.2959 -1.6938  0.24
H: -0.7408 3.8021 0.4443  0.33
H: -1.8074 2.3944 0.3109  0.32
H: 1.7623 2.8560 -2.6666  0.40
H: 1.4134 4.1193 -1.4803  0.44
C: -0.1917 -5.1943 0.2778  -1.17
N: -0.6561 -3.8646 -0.1149  0.57
C: -2.0232 -3.5697 0.3048  -0.95
P: 0.4283 -2.7580 -0.6154  0.14
O: -0.2530 -1.3773 -0.5193  -0.40
N: 1.7599 -2.8273 0.3245  0.63
C: 3.1240 -3.0352 -0.1463  -0.97
C: 1.6163 -2.7663 1.7764  -1.28
N: 0.8513 -3.0903 -2.1563  0.48
C: 1.6577 -2.1939 -2.9752  -1.06
C: 0.3809 -4.2663 -2.8873  -1.12
H: -0.8398 -5.9578 -0.1573  0.42
H: -0.2105 -5.3050 1.3654  0.32
H: 0.8235 -5.3763 -0.0727  0.31
H: -2.7168 -4.2360 -0.2117  0.29
H: -2.2784 -2.5382 0.0858  0.12
H: -2.1224 -3.7245 1.3821  0.33
H: 3.1259 -3.4458 -1.1523  0.34
H: 3.6185 -3.7549 0.5091  0.37
H: 3.6999 -2.1068 -0.1356  0.17
H: 0.5782 -2.5723 2.0533  0.25
H: 2.2352 -1.9664 2.1874  0.35
H: 1.9171 -3.7153 2.2270  0.43
H: 2.0583 -1.3712 -2.3892  0.15
H: 1.0555 -1.7902 -3.7945  0.31
H: 2.4952 -2.7414 -3.4154  0.39
H: -0.4036 -4.7797 -2.3413  0.36
H: 1.2038 -4.9608 -3.0747  0.30
H: -0.0274 -3.9485 -3.8487  0.33

(2)
Below is 2 unconnected molecules or ions with the total composition H5ISi2, with properties calculated with ωB97M-V with the def2-TZVPD basis set.

Summary:
LUMO energy	-0.38	eV
relative energy (zero: lowest compared OMol25 entry of this formula, charge and spin)	54.8	kcal per mole
Kohn-Sham gap	8.62	eV

Last column: Mulliken charge in e.
Geometry (Å):
Si: 0.3539 0.0957 1.2569  0.25
Si: -0.2358 0.4096 -0.9220  0.13
I: 0.1422 -1.8819 -1.9530  -0.10
H: -0.6655 -0.3385 2.2741  -0.05
H: 1.5584 -0.9272 1.2117  -0.05
H: 1.2274 1.1948 1.6964  -0.08
H: -0.1630 1.1393 -2.1550  -0.07
H: -2.2176 0.3082 -1.4092  -0.03

(3)
Below is a gas-phase ion, C6H13N4O (charge +1), with properties calculated with ωB97M-V with the def2-TZVPD basis set.

Summary:
LUMO energy	-2.68	eV
charge	+1
SMILES	CN/C(=[NH+]\C)N1CN1/C=C/O
relative energy (zero: lowest compared OMol25 entry of this formula, charge and spin)	107.7	kcal per mole
Kohn-Sham gap	9.85	eV

Last column: Mulliken charge in e.
Geometry (Å):
C: -0.5146 2.4005 1.0701  -1.03
N: 0.0911 1.0875 1.3683  -0.19
C: -0.0672 -0.0092 0.6426  0.78
N: -0.7275 -0.0858 -0.5655  -0.04
C: -1.9223 0.7135 -0.9291  -1.05
N: 0.5376 -1.1077 1.0510  0.17
C: 1.7328 -1.5644 1.5646  -0.32
N: 1.0889 -2.3163 0.5008  -0.59
C: 1.7113 -2.2085 -0.8225  -0.61
C: 1.0068 -2.4417 -1.9054  0.03
O: 1.6231 -2.3666 -3.0488  -0.42
H: -0.6237 2.2891 -0.0190  0.52
H: -1.3948 2.5379 1.7300  0.30
H: 0.2974 3.0681 1.3271  0.28
H: 0.2040 0.9238 2.4218  0.33
H: -0.6355 -0.8167 -1.2466  0.06
H: -1.8814 1.2691 -1.9314  0.29
H: -2.8136 -0.0510 -1.1090  0.29
H: -2.2192 1.4472 -0.1966  0.46
H: 1.8373 -2.0722 2.5698  0.27
H: 2.5726 -0.8261 1.3363  0.28
H: 2.7717 -1.7835 -0.8685  0.26
H: -0.0337 -2.6974 -1.8598  0.62
H: 0.9343 -2.4877 -3.6580  0.31

(4)
Below is a molecular structure, C5H8N2O2, with properties calculated with ωB97M-V with the def2-TZVPD basis set.

Summary:
LUMO energy	0.14	eV
relative energy (zero: lowest compared OMol25 entry of this formula, charge and spin)	258.8	kcal per mole
Kohn-Sham gap	9.26	eV

Last column: Mulliken charge in e.
Geometry (Å):
C: -2.3066 -0.0879 1.5585  -0.89
C: -1.1748 0.2328 0.4405  0.57
C: -1.2714 1.4404 -0.2752  -0.80
C: 0.0783 -0.6547 0.2121  0.37
C: 2.8090 0.6049 -1.5005  -0.21
H: -2.4173 -1.3351 1.6120  0.26
H: -2.1290 0.3513 2.7721  0.23
H: -3.4092 0.1391 1.0203  0.28
H: -0.7423 1.7202 -1.2877  0.15
H: -2.0774 2.1383 -0.2341  0.35
H: 1.9053 1.5542 -1.5559  0.20
H: 3.9586 0.9226 -2.1328  0.28
H: 2.2510 -2.0551 0.2526  0.44
N: 2.2013 -0.5256 -0.9829  -0.41
N: 0.1604 -1.8123 0.5351  -0.21
O: 0.8229 -0.0357 -0.9350  -0.20
O: 1.3413 -2.5973 0.5010  -0.41

(5)
Below is 2 unconnected molecules or ions with the total composition C2H5NO2, with properties calculated with ωB97M-V with the def2-TZVPD basis set.

Summary:
LUMO energy	0.76	eV
SMILES	C#N.OCO
relative energy (zero: lowest compared OMol25 entry of this formula, charge and spin)	57.5	kcal per mole
Kohn-Sham gap	11.27	eV

Last column: Mulliken charge in e.
Geometry (Å):
C: -1.9763 1.4028 -0.6598  0.01
N: -2.1519 1.3367 0.4758  -0.30
H: -2.0653 1.8460 -1.6219  0.31
O: 0.4074 0.4200 0.0127  -0.48
C: 1.2990 -0.5702 0.4023  -0.09
O: 0.8042 -1.8683 0.2473  -0.52
H: -0.0792 0.2745 -0.9043  0.30
H: 1.5275 -0.3421 1.4518  0.24
H: 2.2280 -0.5370 -0.1867  0.22
H: 0.0066 -1.9625 0.7827  0.31